Here is a 2-piece molecular cluster, C5H10O overall from the Open Molecules 2025 dataset. Energies are from ωB97M-V with the def2-TZVPD basis set.

Geometry as XYZ:
```
16
Properties=species:S:1:pos:R:3:nbo_charge:R:1
C -0.8565 -0.2092 -1.7463 -0.598
C 0.0180 -0.2151 -0.4964 -0.268
C 0.0375 1.1099 0.2849 -0.578
C 0.0846 0.7681 1.7618 0.308
O -0.2054 -0.5000 1.8514 -0.472
C -0.4711 -1.1793 0.5783 -0.097
H -0.4772 0.4998 -2.4894 0.217
H -0.8967 -1.1975 -2.2179 0.211
H -1.8824 0.0858 -1.4931 0.204
H 1.0478 -0.4778 -0.7706 0.209
H 0.8512 1.7877 0.0086 0.243
H -0.8983 1.6773 0.1546 0.240
H 2.3761 0.8027 1.9541 0.012
H 2.9319 0.5834 1.5056 -0.021
H 0.0504 -2.1384 0.6142 0.201
H -1.5523 -1.3542 0.5327 0.187
```

## Properties
E_LUMO, eV: 1.0
Relative energy (zero: lowest compared OMol25 entry of this formula, charge and spin), kcal/mol: 80.3
HOMO energy, eV: -8.41
Gap between HOMO and LUMO, eV: 9.37
Net charge: 0
Maximum force, eV Å⁻¹: 0.4

---

Here is an isolated ion of composition C4H8BrN4O and charge +1 from the Open Molecules 2025 dataset. Energies are from ωB97M-V with the def2-TZVPD basis set.

Geometry as XYZ:
```
18
Properties=species:S:1:pos:R:3:nbo_charge:R:1
C -2.2357 0.4139 0.1827 -0.111
C -2.2804 1.7535 0.2162 0.377
C 2.0474 -0.0285 -0.4991 -0.404
C 0.2762 -1.8808 -0.3043 -0.419
N -0.0375 1.6801 -0.4218 0.112
N -0.2730 0.4620 -0.1994 0.108
N -3.2950 2.6004 0.4220 -0.774
N 0.6816 -0.4821 -0.2567 -0.189
O -1.1106 2.4753 -0.2495 -0.272
Br -3.3239 -1.0482 0.0410 0.319
H 2.3216 0.5249 0.3567 0.227
H 2.5958 -1.0239 -0.6050 0.233
H 1.9841 0.5474 -1.3734 0.223
H 1.3042 -2.3737 -0.2579 0.237
H -0.1807 -2.1147 0.6506 0.231
H -0.2431 -2.1258 -1.2339 0.228
H -4.2157 2.2677 0.8589 0.448
H -2.9637 3.5139 0.4540 0.427
```

## Properties
E_LUMO, eV: -4.9
Relative energy (zero: lowest compared OMol25 entry of this formula, charge and spin), kcal/mol: 28.0
HOMO energy, eV: -13.17
Gap between HOMO and LUMO, eV: 8.31
Net charge: +1
Maximum force, eV Å⁻¹: 3.2

---

Here is C42H50AsCrO8SSe as an isolated structure from the Open Molecules 2025 dataset. Energies are from ωB97M-V with the def2-TZVPD basis set.

Geometry as XYZ:
```
104
Properties=species:S:1:pos:R:3:lowdin_spin:R:1
Cr -0.2860 0.0430 1.7313 2.863
C -4.5955 3.5238 -3.3734 0.000
C -3.6789 2.4420 -3.9605 0.001
C -4.5035 1.5969 -4.9314 0.000
C -2.5580 3.1242 -4.7577 0.000
C -3.0752 1.6046 -2.8345 0.004
C -2.2965 2.2137 -1.8533 -0.001
C -1.7278 1.4677 -0.8431 0.005
Se -0.6058 2.2893 0.4709 -0.013
C 1.0576 2.0530 -0.4430 0.006
C 1.4864 2.9948 -1.3531 -0.001
C 2.6632 2.8079 -2.0750 0.005
C 3.3714 1.6405 -1.8088 -0.001
C 2.9811 0.6642 -0.8940 0.002
C 1.7711 0.8571 -0.1756 0.003
O 1.3389 -0.0277 0.6691 0.018
C 3.9013 -0.5632 -0.7429 0.000
C 3.4366 -1.6401 0.2477 0.000
C 5.2854 -0.0864 -0.2740 0.000
C 4.0460 -1.2504 -2.1107 0.000
C 3.1024 3.8455 -3.1066 0.001
C 3.3061 5.2060 -2.4270 0.000
C 4.4116 3.4601 -3.7954 0.000
C 2.0200 3.9866 -4.1863 0.000
C -1.8872 0.0639 -0.7328 0.003
O -1.3285 -0.6159 0.2178 0.028
C -2.6983 -0.5631 -1.7125 0.002
C -3.2492 0.2279 -2.7189 0.000
C -3.0173 -2.0694 -1.7353 0.000
C -2.3839 -2.8880 -0.6022 0.000
C -4.5396 -2.2602 -1.6276 0.000
C -2.5264 -2.6683 -3.0634 0.000
H -5.0343 4.1312 -4.1723 0.000
H -4.0461 4.1895 -2.7060 0.000
H -5.4038 3.0720 -2.7950 0.000
H -4.9082 2.2378 -5.7200 0.000
H -5.3416 1.1095 -4.4287 0.000
H -3.8979 0.8212 -5.4049 0.000
H -2.9749 3.7336 -5.5668 0.000
H -1.8864 2.3803 -5.1916 0.000
H -1.9572 3.7745 -4.1195 0.000
H -2.1208 3.2848 -1.8702 0.000
H 0.8790 3.8812 -1.5062 0.000
H 4.2935 1.4669 -2.3496 0.000
H 3.3383 -1.2646 1.2639 0.000
H 4.1865 -2.4407 0.2357 0.000
H 2.4682 -2.0590 -0.0173 0.000
H 5.2066 0.4086 0.6958 0.000
H 5.7365 0.6185 -0.9761 0.000
H 5.9603 -0.9418 -0.1678 0.000
H 3.0716 -1.5901 -2.4675 0.000
H 4.7013 -2.1229 -2.0225 0.000
H 4.4680 -0.5859 -2.8677 0.000
H 4.0731 5.1376 -1.6527 0.000
H 2.3881 5.5532 -1.9506 0.000
H 3.6151 5.9602 -3.1584 0.000
H 5.2313 3.3660 -3.0796 0.000
H 4.6832 4.2327 -4.5203 0.000
H 4.3216 2.5125 -4.3309 0.000
H 1.0688 4.3039 -3.7560 0.000
H 1.8494 3.0310 -4.6864 0.000
H 2.3161 4.7264 -4.9379 0.000
H -3.8597 -0.2756 -3.4576 0.000
H -2.6783 -2.5358 0.3846 0.000
H -1.2959 -2.8601 -0.6369 0.000
H -2.7112 -3.9275 -0.7251 0.000
H -4.9064 -1.8409 -0.6888 0.000
H -4.7831 -3.3272 -1.6426 0.000
H -5.0767 -1.7787 -2.4479 0.000
H -1.4427 -2.5613 -3.1490 0.000
H -2.9818 -2.1868 -3.9314 0.000
H -2.7682 -3.7355 -3.1027 0.000
O 1.3081 1.3876 5.6676 0.000
As -0.1595 1.3590 4.6620 0.005
O -0.9966 2.7334 4.9173 0.002
O 0.6099 1.0369 3.1773 0.027
C -1.0398 -0.2048 5.4558 0.001
C -0.5411 -0.5981 6.7002 0.000
C -1.0864 -1.6733 7.3852 0.000
C -2.1350 -2.3909 6.8301 0.000
C -2.6478 -2.0098 5.6037 0.000
C -2.1183 -0.9159 4.9258 0.001
S -2.9480 -0.5042 3.3980 0.003
O -3.0548 -1.7204 2.6349 0.000
O -4.1855 0.1296 3.7728 -0.001
O -1.9875 0.4925 2.8034 0.013
H 1.9905 0.9922 5.1087 0.000
H 0.2951 -0.0552 7.1172 0.000
H -0.6767 -1.9606 8.3470 0.000
H -2.5475 -3.2485 7.3488 0.000
H -3.4589 -2.5622 5.1470 0.000
C 0.1892 -1.7356 2.5951 -0.047
C 0.7293 -2.6444 3.1984 0.037
C 1.3015 -3.7553 3.8977 0.007
C 2.0737 -4.7084 3.2242 0.007
C 2.6257 -5.7860 3.9011 0.000
C 2.4197 -5.9393 5.2663 0.007
C 1.6538 -4.9997 5.9461 0.000
C 1.1016 -3.9202 5.2736 0.007
H 2.2323 -4.5848 2.1605 0.000
H 3.2209 -6.5104 3.3570 0.000
H 2.8491 -6.7830 5.7936 0.001
H 1.4825 -5.1072 7.0113 0.000
H 0.4977 -3.1917 5.7988 0.000
```

## Properties
E_LUMO (spin up / spin down), eV: 3.9 / 3.9
Relative energy (zero: lowest compared OMol25 entry of this formula, charge and spin), kcal/mol: 0.0
Multiplicity: 4
HOMO energy (spin up / spin down), eV: -2.57 / -2.55
Gap between HOMO and LUMO (spin up / spin down), eV: 6.46 / 6.45
Expectation value of S²: 3.776
Net charge: -2
Maximum force, eV Å⁻¹: 0.8

---

Here is C5H7NO as an isolated structure from the Open Molecules 2025 dataset. Energies are from ωB97M-V with the def2-TZVPD basis set.

Geometry as XYZ:
```
14
Properties=species:S:1:pos:R:3:nbo_charge:R:1
C -2.2746 0.2045 -0.0333 -0.639
C -0.8709 0.0927 -0.2712 0.040
C -0.5179 -1.1180 0.3802 -0.188
O 0.9215 -1.0631 0.5731 -0.460
C 1.3168 0.0259 -0.0898 0.556
N 2.6537 0.2957 -0.0197 -0.800
C 0.3054 0.7327 -0.7184 -0.443
H -1.8391 -1.0481 0.8148 0.257
H -2.9546 0.6233 -0.7796 0.206
H -2.5226 0.5272 0.9759 0.232
H -0.7226 -2.0346 -0.1744 0.217
H 3.1508 -0.1818 0.7177 0.401
H 2.9284 1.2554 -0.1645 0.394
H 0.4257 1.6882 -1.2108 0.230
```

## Properties
E_LUMO, eV: 0.8
Relative energy (zero: lowest compared OMol25 entry of this formula, charge and spin), kcal/mol: 101.3
HOMO energy, eV: -7.66
Gap between HOMO and LUMO, eV: 8.49
Net charge: 0
Maximum force, eV Å⁻¹: 0.3